[1]
Molecular formula: C4H10O
Method: DFT, the ωB97M-V functional and the def2-TZVPD basis

Cartesian coordinates (Å):
O -0.92672 0.93617 1.17581
C 1.16155 -1.29873 -0.31192
C -1.15509 0.69252 0.01356
C 2.03726 -0.37508 -0.69338
C -2.10346 -0.38956 -0.42636
H 0.86919 -1.40586 0.73025
H 0.88781 2.14956 1.07850
H 2.32832 -0.25165 -1.73389
H -2.24340 -1.10371 0.38841
H -0.68327 1.29005 -0.79452
H 1.58342 2.34661 0.89229
H -1.74713 -0.89605 -1.32841
H 0.69784 -1.97928 -1.02310
H -3.07136 0.07076 -0.66088
H 2.49431 0.30113 0.02448

Properties
E: -6355.3953 eV
HOMO energy: -9.90 eV
maximum force: 0.53 eV/Å
LUMO: 1.110 eV
relative energy (zero: lowest compared OMol25 entry of this formula, charge and spin): 55.5 kcal/mol
spin multiplicity: 1
SMILES: [H][H].CC=O.C=C

---

[2]
Molecular formula: C4H7N3O
Method: DFT, the ωB97M-V functional and the def2-TZVPD basis

Cartesian coordinates (Å):
O -0.16960 -0.92189 1.40775
N 0.57045 -1.62913 0.49279
N 0.41704 0.62160 2.64139
N -0.05637 1.04224 0.40372
C 0.04082 -0.27096 -1.56878
C 0.48399 -1.46144 -0.73303
C -0.76346 0.41019 -0.63714
C 0.09339 0.35426 1.49332
H -1.42031 -0.41329 0.02062
H 0.01491 1.86956 0.64689
H 1.30697 -2.19049 -1.22204
H -0.69375 -0.37254 -2.57242
H -1.34096 1.10492 -1.20993
H 1.20296 0.12849 -1.91299
H 0.31392 1.72848 2.74984

Properties
E: -10772.8518 eV
HOMO energy: -9.22 eV
maximum force: 10.62 eV/Å
LUMO: 0.595 eV
relative energy (zero: lowest compared OMol25 entry of this formula, charge and spin): 159.0 kcal/mol
spin multiplicity: 1
SMILES: [H]/N=C1\NCCC=NO1

---

[3]
Molecular formula: C41H37N7ORuSe
Method: DFT, the ωB97M-V functional and the def2-TZVPD basis

Cartesian coordinates (Å):
Ru 0.10220 -0.06371 -0.33573
Se -2.45355 1.26206 0.74821
O -2.73914 -1.93805 -4.80231
N -2.68643 -4.18893 -4.61526
N -1.79088 -1.26493 -0.92329
N 0.54899 -2.26252 -0.10031
N 0.41475 1.87431 0.44471
N -7.12727 1.72226 0.51039
N 2.24223 -0.13605 -0.66710
N 0.22569 -0.42294 1.71977
C 3.10581 -0.65534 0.21163
C 1.54106 0.48918 -2.84663
C 4.33686 -1.14957 -0.15572
C 0.35209 3.16276 2.45137
C -2.72089 -4.31444 -6.07418
C -3.37503 -3.43505 -1.64124
C -2.72147 -2.93734 -4.09995
C 0.71606 -4.50417 -0.88838
C 0.40354 4.33125 1.71520
C 1.79432 0.94457 -4.14272
C -5.14065 0.54562 -0.13437
C -1.32387 -4.34953 -6.67703
C -1.90608 -1.64550 -2.19503
C -4.34947 1.41670 0.60566
C 0.27704 -1.88736 3.57227
C 0.27908 -0.78914 4.42222
C 4.68378 -1.10887 -1.50187
C -2.52377 -5.42302 -3.86010
C -6.35932 2.54904 1.21719
C 0.34097 1.94226 1.79556
C 0.46581 4.25234 0.33382
C 2.56881 -0.07908 -1.97759
C -0.49226 1.64617 -4.31407
C 0.35606 -4.07067 1.43418
C -0.73152 1.20381 -3.02056
C 0.26800 -1.66359 2.20540
C 0.30093 0.49173 3.89595
C 0.27299 0.64643 2.51593
C 0.27373 0.59346 -2.26294
C -6.51272 0.74597 -0.15130
C 0.51391 -4.97599 0.39837
C 0.47161 3.00641 -0.26127
C 0.72486 -3.13518 -1.08984
C -3.80929 -6.23336 -3.73469
C 0.77412 1.51387 -4.88025
C -4.97880 2.44927 1.29226
C 0.38074 -2.71206 1.15890
C -2.67366 -2.73362 -2.60560
C -2.48575 -1.94636 -0.00028
C -3.28091 -3.02724 -0.31758
C 3.80163 -0.56769 -2.41259
H -4.70020 -0.27215 -0.69126
H 4.04887 -0.53442 -3.46349
H -4.13374 -6.60415 -4.70648
H -4.62351 -5.63370 -3.32656
H 2.78847 0.87892 -4.56877
H -7.15311 0.08456 -0.72545
H -2.11144 -5.19160 -2.87867
H -1.72009 1.33282 -2.59057
H 0.96341 1.86733 -5.88475
H -4.01810 -4.26527 -1.90205
H 0.86283 -5.17860 -1.71989
H -3.27437 -5.22130 -6.31993
H 0.28993 -0.93207 5.49385
H -1.38048 -1.06761 -2.93867
H 0.51587 2.89496 -1.33540
H -1.29364 2.09548 -4.88691
H -0.75374 -5.21099 -6.32452
H 0.87332 -2.70647 -2.07425
H 5.00468 -1.55517 0.59002
H -0.78225 -3.43940 -6.41895
H -6.87562 3.34263 1.74647
H -4.40449 3.15922 1.87243
H -3.64938 -7.09564 -3.08677
H -3.83196 -3.53452 0.46200
H -1.77422 -6.02745 -4.37815
H 0.49942 5.13965 -0.28128
H 2.79162 -0.65517 1.24807
H -2.41868 -1.57422 1.01434
H 0.48334 -6.03940 0.59414
H 0.29585 3.19918 3.52896
H 5.63638 -1.50052 -1.83367
H -1.38713 -4.41331 -7.76326
H -3.26996 -3.46201 -6.46503
H 0.30139 -2.89023 3.97232
H 0.20951 -4.41987 2.44583
H 0.34142 1.34732 4.55275
H 0.38860 5.29134 2.21257

Properties
E: -123519.8656 eV
HOMO energy (alpha / beta): -9.58 / -9.31 eV
maximum force: 1.92 eV/Å
LUMO (alpha / beta): -3.327 / -3.567 eV
relative energy (zero: lowest compared OMol25 entry of this formula, charge and spin): 39.9 kcal/mol
spin multiplicity: 2
net charge: +1

---

[4]
Molecular formula: CH3O3PS
Method: DFT, the ωB97M-V functional and the def2-TZVPD basis

Cartesian coordinates (Å):
S -0.64508 -0.05438 0.82150
P -0.22773 1.35796 2.22367
O -0.71682 0.36785 -0.81426
O 0.97210 -0.89373 -0.05626
O -1.71934 -0.85908 1.25801
C 0.35749 -0.46235 -1.16781
H 0.04222 -1.13528 -1.85063
H 1.09809 0.19822 -1.75651
H 0.83905 1.48080 1.34228

Properties
E: -27347.4296 eV
HOMO energy (alpha / beta): -9.31 / -9.31 eV
maximum force: 5.76 eV/Å
LUMO (alpha / beta): -1.307 / -1.307 eV
relative energy (zero: lowest compared OMol25 entry of this formula, charge and spin): 124.7 kcal/mol
spin multiplicity: 1

---

[5]
Molecular formula: C5H15NO3
Method: DFT, the ωB97M-V functional and the def2-TZVPD basis

Cartesian coordinates (Å):
O -2.49615 -1.38641 -0.51599
O -0.01931 -2.21236 -1.43398
O -1.10974 2.42675 1.35192
N -1.58088 0.47708 2.28615
C 0.57869 0.59867 1.13391
C -0.68182 1.25846 1.45799
C 0.79064 1.76795 -1.08712
C 0.53453 0.35897 -0.39921
C 1.74785 -0.52416 -0.62086
H -2.06763 -0.99581 0.28949
H 0.07048 2.53791 -0.71204
H 0.00865 -2.33939 -2.34736
H 1.81958 2.05937 -0.80767
H -2.48082 0.87980 2.60962
H -1.78098 -1.51608 -1.19331
H 1.49905 1.16936 1.38155
H -1.36344 -0.41189 2.76924
H -0.25366 -3.03024 -0.99301
H 0.46922 -0.36863 1.70457
H -0.39478 -0.22314 -0.78136
H 1.32593 -1.63438 -0.49543
H 2.51036 -0.36702 0.18062
H 2.13360 -0.28058 -1.58345
H 0.74062 1.75576 -2.19427

Properties
E: -13059.5460 eV
HOMO energy: -9.49 eV
maximum force: 6.88 eV/Å
LUMO: 0.296 eV
relative energy (zero: lowest compared OMol25 entry of this formula, charge and spin): 51.5 kcal/mol
spin multiplicity: 1
SMILES: CC(C)CC(N)=O.O.O

---

[6]
Molecular formula: C16H26AsBaI2N4O
Method: DFT, the ωB97M-V functional and the def2-TZVPD basis

Cartesian coordinates (Å):
Ba -0.13497 -0.07178 -0.55264
I 3.34571 1.85281 -7.46869
I 1.01227 4.79630 -2.83497
As -2.32049 -2.92334 -0.75582
O 0.58810 1.77821 -1.87274
N -0.05342 -0.54647 2.39192
N 2.28558 0.48978 0.85775
N -2.00014 1.39361 1.15425
N 1.19693 -0.57602 -3.01510
C 2.02909 0.85610 2.25903
C -1.17720 0.11068 3.08652
C 2.42856 1.78117 -5.59500
C 2.14101 0.54518 -4.95707
C -1.85692 -4.67486 -0.03045
C -2.74889 -3.45099 -2.58307
C 2.11871 -1.85888 -4.81342
C 2.10076 2.95586 -4.97975
C 1.27796 -0.26145 2.96758
C 2.43719 -0.72244 -5.50242
C 1.51282 0.56903 -3.68818
C 1.16414 1.81160 -3.03531
C 1.49352 -1.73279 -3.56549
C -4.13434 -2.77778 -0.04864
C 1.47974 2.97327 -3.71837
C -1.51445 1.48822 2.54411
H -4.69743 -3.68155 -0.27887
H -0.63348 2.13047 2.55607
H -1.83887 -3.73367 -3.11021
H -3.43794 -4.29480 -2.57798
H 2.33707 -2.83952 -5.21169
H -2.05869 -0.52612 2.96945
H 2.91768 -0.78117 -6.46979
H -1.75663 -4.61560 1.05251
H -2.94868 1.02891 1.16150
H -0.91073 -5.01297 -0.45021
H -2.63478 -5.39670 -0.27670
H -4.63884 -1.92198 -0.49511
H 1.22949 -2.62609 -3.00521
H 2.31864 3.89742 -5.46524
H 3.02636 -0.20357 0.81268
H 1.87705 -1.17227 2.88862
H -3.20840 -2.61560 -3.10926
H 2.94954 1.06467 2.81117
H 1.44485 1.77721 2.26582
H 2.62824 1.29307 0.33743
H -2.07721 2.32641 0.75763
H -0.98059 0.18364 4.16212
H 1.19727 -0.02924 4.03502
H -4.10451 -2.64403 1.03201
H -0.20391 -1.54355 2.49090
H -2.25076 1.95502 3.20390

Properties
E: -102753.0585 eV
HOMO energy: -9.51 eV
maximum force: 0.18 eV/Å
LUMO: -2.653 eV
relative energy (zero: lowest compared OMol25 entry of this formula, charge and spin): 2.7 kcal/mol
spin multiplicity: 1
net charge: +1

---

Q: What is the relative energy (zero: lowest compared OMol25 entry of this formula, charge and spin) in the sixth record?
A: 2.7 kcal/mol

---

Q: Which of these has the highest maximum force?
A: C4H7N3O

---

Q: Look up the E of the fourth one.
A: -27347.4296 eV